(1)
49
Properties=species:S:1:pos:R:3 method="wB97M-V/def2-TZVPD" homo_lumo_gap_ev="7.3638 / 7.3593" spin_multiplicity=4 s2=3.760 total_charge=-1
Co 0.385 1.170 0.463
C 0.403 0.145 -3.789
C 0.832 0.901 -2.688
N 0.249 0.476 -1.580
N -0.557 -0.553 -1.927
C -0.479 -0.767 -3.255
B -1.374 -1.305 -0.841
N -2.355 -0.270 -0.182
C -3.688 -0.065 -0.180
C -3.964 1.065 0.558
C -2.707 1.516 0.975
N -1.758 0.716 0.528
N -0.425 -1.831 0.260
C -0.336 -3.061 0.803
C 0.669 -3.041 1.743
C 1.151 -1.722 1.710
N 0.487 -1.009 0.819
N -2.060 -2.532 -1.482
C -3.340 -2.969 -1.552
C -3.356 -4.167 -2.219
C -2.003 -4.399 -2.527
N -1.231 -3.425 -2.083
H 0.695 0.248 -4.820
H 1.521 1.730 -2.638
H -1.043 -1.553 -3.724
H -4.371 -0.696 -0.714
H -4.929 1.499 0.752
H -2.430 2.385 1.551
H -0.979 -3.860 0.476
H 1.006 -3.854 2.363
H 1.929 -1.252 2.288
H -4.161 -2.434 -1.116
H -4.212 -4.780 -2.443
H -1.558 -5.234 -3.048
O 2.447 1.160 0.642
N 2.976 1.904 1.599
C 4.216 2.382 1.360
C 4.913 3.096 2.293
C 4.299 3.340 3.527
C 3.027 2.884 3.741
C 2.299 2.167 2.762
S 0.698 1.635 2.980
H 4.586 2.135 0.377
H 5.903 3.457 2.057
H 4.818 3.892 4.301
H 2.515 3.066 4.675
O 1.117 4.665 -1.767
S -0.005 4.079 -1.022
N 0.182 3.064 -0.004


(2)
41
Properties=species:S:1:pos:R:3 method="wB97M-V/def2-TZVPD" homo_lumo_gap_ev=6.0884 total_charge=0
O -4.734 -0.272 -1.638
F 0.961 -1.558 -0.705
F 0.015 0.550 -0.952
S 2.905 -0.739 -2.369
C -3.608 -0.054 -1.223
C 4.041 -0.233 -3.514
C 4.925 0.679 -2.992
C -1.720 -0.878 2.773
C -2.348 -1.589 1.805
C 4.651 0.962 -1.639
C 2.899 1.146 2.382
C 3.707 1.051 1.277
C 0.507 0.368 2.814
C 3.543 0.325 -1.134
C 1.606 0.635 2.016
C 2.987 0.497 0.176
C -0.549 -0.301 2.217
C -1.582 -1.502 0.629
N 1.754 0.236 0.673
N -3.400 0.811 -0.167
N -0.519 -0.740 0.901
B 0.580 -0.385 -0.082
C -4.518 1.548 0.395
C -2.451 -0.870 -1.686
C -2.034 -2.005 -0.718
H 3.966 -0.489 -4.563
H 5.716 1.191 -3.526
H -2.086 -0.683 3.774
H -3.312 -2.052 1.935
H 5.134 1.766 -1.052
H 3.174 1.379 3.371
H 4.709 1.436 1.229
H 0.501 0.572 3.874
H -2.539 0.736 0.367
H -4.134 2.290 1.093
H -5.076 2.086 -0.362
H -5.218 0.882 0.904
H -2.714 -1.295 -2.665
H -1.599 -0.193 -1.868
H -1.283 -2.617 -1.206
H -2.859 -2.691 -0.547


(3)
36
Properties=species:S:1:pos:R:3 method="wB97M-V/def2-TZVPD" homo_lumo_gap_ev="3.9162 / 5.3959" spin_multiplicity=5 s2=6.023 total_charge=-1
C 3.387 1.658 -1.050
C 2.096 2.235 -0.941
C 1.603 2.041 0.380
H 1.475 2.723 -1.724
C 2.629 1.361 1.131
C 3.738 1.102 0.254
H 4.594 0.499 0.522
H 3.984 1.592 -1.948
H 0.613 2.347 0.740
H 2.541 1.083 2.196
Ir 1.955 0.212 -0.438
Br -2.240 1.098 0.465
C -2.247 -2.497 -0.683
C -0.938 -3.017 -0.485
C -0.166 -2.470 -1.565
H -0.550 -3.508 0.383
C -1.019 -1.956 -2.546
C -2.299 -1.892 -2.015
H -3.216 -1.507 -2.475
H -3.079 -2.787 -0.138
H 0.872 -2.717 -1.718
H -0.627 -1.475 -3.450
Cl -2.196 -1.586 4.238
C -2.934 -0.071 4.357
C -3.810 0.185 5.439
C -4.408 1.449 5.591
C -4.072 2.483 4.732
C -3.197 2.239 3.667
C -2.651 0.955 3.420
C -1.686 0.702 2.300
H -4.011 -0.625 6.163
H -5.122 1.593 6.398
H -4.482 3.450 4.889
H -2.890 3.041 2.970
H -0.744 1.224 2.462
H -1.506 -0.368 2.193


(4)
45
Properties=species:S:1:pos:R:3 method="wB97M-V/def2-TZVPD" smiles="O=C(Cc1ccc(S(=O)(=O)N2CCOCC2)s1)Nc1ccc(Br)c(C(F)(F)F)c1" homo_lumo_gap_ev=8.9637 total_charge=0
O -0.933 -1.225 0.802
O 0.518 3.434 -4.991
O -1.557 4.023 -3.848
F 0.672 -2.628 6.052
F -1.006 -1.458 5.332
F -1.498 -2.976 6.570
Br -0.096 -5.685 6.138
O 2.019 4.457 -0.068
S -1.329 0.947 -1.720
C -1.057 -2.131 0.030
C 0.017 -0.817 -3.105
C 0.351 0.454 -3.790
C -0.866 -0.670 -2.080
C -0.383 1.529 -3.142
C -0.226 -5.569 3.223
C -0.502 -5.106 1.994
C -0.732 -2.950 3.030
C -0.275 -4.873 4.407
C -0.753 -3.806 1.809
C -0.478 -3.493 4.323
N -1.021 -3.401 0.476
N 0.526 4.060 -2.446
C -1.466 -1.869 -1.399
C -0.565 -2.720 5.650
C 2.703 4.635 -1.328
C 0.749 4.968 -0.030
C 2.004 3.761 -2.390
C -0.105 4.178 -1.152
S -0.293 3.271 -3.739
H 0.459 -1.708 -3.532
H 0.913 0.557 -4.716
H -0.164 -6.706 3.164
H -0.567 -5.743 1.218
H -0.854 -1.847 3.082
H -0.952 -4.148 -0.315
H -1.353 -2.759 -2.079
H -2.554 -1.844 -1.356
H 3.791 4.395 -1.162
H 2.699 5.596 -1.823
H 0.224 4.887 0.908
H 0.833 6.120 -0.278
H 2.163 2.729 -2.183
H 2.378 4.112 -3.392
H -0.422 3.174 -0.881
H -1.012 4.845 -1.262


(5)
48
Properties=species:S:1:pos:R:3 method="wB97M-V/def2-TZVPD" homo_lumo_gap_ev="6.7495 / 7.2798" spin_multiplicity=2 s2=0.775 total_charge=+1
V -0.163 -0.654 -0.244
C -4.594 2.008 1.872
C -3.189 1.742 2.349
O -2.258 2.578 1.588
P -1.208 1.977 0.598
S 0.255 0.873 1.456
S -2.052 0.739 -0.751
O -0.525 3.231 -0.029
C -1.273 4.136 -0.910
C -0.598 4.164 -2.256
H -5.298 1.433 2.473
H -4.708 1.712 0.829
H -4.838 3.065 1.971
H -2.913 0.693 2.224
H -3.040 2.024 3.388
H -1.255 5.103 -0.414
H -2.308 3.795 -0.981
H 0.440 4.479 -2.151
H -1.113 4.872 -2.906
H -0.626 3.178 -2.722
Cl -3.175 -7.367 1.430
C -2.514 -5.823 1.048
C -3.230 -4.959 0.235
C -2.693 -3.724 -0.065
Cl -3.539 -2.619 -1.082
C -1.450 -3.344 0.440
O -0.934 -2.133 0.155
C -0.748 -4.232 1.256
Cl 0.785 -3.756 1.871
C -1.275 -5.471 1.561
H -4.194 -5.245 -0.162
H -0.728 -6.157 2.191
O 3.720 -2.525 0.685
S 3.202 -1.202 0.721
O 2.832 -0.597 1.959
N 1.854 -1.105 -0.329
C 2.093 -0.309 -1.344
S 0.719 0.026 -2.307
C 3.426 0.287 -1.395
C 3.969 1.133 -2.347
C 5.278 1.557 -2.163
C 6.017 1.141 -1.060
C 5.472 0.287 -0.103
C 4.172 -0.118 -0.296
H 3.391 1.448 -3.206
H 5.732 2.216 -2.889
H 7.036 1.484 -0.943
H 6.046 -0.039 0.754


(6)
42
Properties=species:S:1:pos:R:3 method="wB97M-V/def2-TZVPD" homo_lumo_gap_ev="7.2976 / 7.3111" spin_multiplicity=7 s2=12.012 total_charge=-1
Eu -0.297 -0.682 -0.371
N 0.726 3.559 1.739
C 0.634 2.391 1.022
S -0.629 1.334 1.544
N 1.500 2.228 0.072
N 1.476 1.065 -0.649
C 2.093 1.152 -1.786
C 2.137 0.106 -2.764
C 2.569 0.412 -4.059
C 2.505 -0.506 -5.083
C 1.960 -1.764 -4.832
C 1.572 -2.116 -3.563
C 1.677 -1.222 -2.469
O 1.384 -1.604 -1.274
H -0.123 3.785 2.231
H 1.177 4.325 1.263
H 2.536 2.116 -2.059
H 2.939 1.412 -4.249
H 2.854 -0.246 -6.074
H 1.842 -2.464 -5.651
H 1.143 -3.088 -3.366
C -0.290 -2.376 1.786
C -0.148 -3.234 0.674
C -1.344 -3.195 -0.066
C -2.233 -2.307 0.582
C -1.588 -1.822 1.741
H 0.409 -2.286 2.610
H 0.697 -3.882 0.474
H -1.576 -3.807 -0.929
H -3.285 -2.185 0.344
H -2.047 -1.229 2.522
O -1.073 3.318 -2.031
C -1.117 2.231 -2.557
C -1.121 2.015 -4.085
C -1.261 0.510 -4.241
C -1.246 0.025 -2.797
O -1.318 -1.163 -2.449
N -1.178 1.023 -1.916
H -0.182 2.393 -4.492
H -1.944 2.577 -4.531
H -0.441 0.044 -4.789
H -2.202 0.207 -4.703


(7)
54
Properties=species:S:1:pos:R:3 method="wB97M-V/def2-TZVPD" homo_lumo_gap_ev="6.2963 / 6.4907" total_charge=+2
W 0.211 -0.165 -0.839
C 2.770 -1.113 2.706
C 1.797 -1.112 1.583
N 1.386 -0.054 0.939
N 1.824 1.174 1.354
C 1.209 2.086 0.670
O 0.362 1.678 -0.281
C 1.373 3.519 0.874
C 0.613 4.428 0.132
C 0.767 5.786 0.346
C 1.679 6.239 1.289
C 2.442 5.338 2.024
C 2.293 3.980 1.823
C 1.118 -2.312 1.143
C 1.305 -3.547 1.755
C 0.496 -4.608 1.398
C -0.501 -4.389 0.461
C -0.621 -3.146 -0.137
N 0.192 -2.107 0.152
H 3.070 -0.101 2.955
H 3.652 -1.690 2.423
H 2.335 -1.587 3.585
H -0.088 4.072 -0.607
H 0.180 6.491 -0.222
H 1.797 7.300 1.454
H 3.149 5.700 2.755
H 2.877 3.273 2.392
H 2.060 -3.656 2.516
H 0.621 -5.576 1.862
H -1.190 -5.170 0.182
H -1.393 -2.974 -0.869
F -3.958 1.076 -1.050
C -2.679 1.300 -1.006
F -2.404 2.354 -0.277
F -2.104 0.185 -0.369
S -1.921 1.348 -2.713
O -0.469 1.117 -2.488
O -2.295 2.559 -3.318
N -2.528 0.031 -3.322
S -1.518 -1.144 -3.524
O -0.802 -1.468 -2.238
O -0.647 -1.080 -4.649
C -2.650 -2.612 -3.740
F -3.209 -2.546 -4.924
F -3.561 -2.606 -2.786
F -1.903 -3.705 -3.633
N 4.159 0.307 -3.434
C 2.889 -0.012 -3.243
N 2.056 -0.078 -4.253
S 2.499 -0.366 -1.566
H 4.540 0.469 -4.356
H 4.789 0.381 -2.649
H 2.358 0.146 -5.191
H 1.089 -0.366 -4.153


(8)
42
Properties=species:S:1:pos:R:3 method="wB97M-V/def2-TZVPD" smiles="Cc1cc2c(cc1S(=O)(=O)Nc1cccc(F)c1)n(C)c(=O)c(=O)n2C" homo_lumo_gap_ev=8.6971 total_charge=0
C -0.829 -1.110 2.809
C 0.080 -0.461 1.814
C 1.313 -1.050 1.547
C 2.224 -0.512 0.643
C 1.894 0.683 -0.032
C 0.660 1.267 0.227
C -0.228 0.703 1.124
S -1.729 1.674 1.263
O -1.353 3.036 1.486
O -2.711 1.084 2.121
N -2.280 1.662 -0.338
C -3.058 0.632 -0.846
C -2.852 -0.669 -0.398
C -3.613 -1.687 -0.937
C -4.568 -1.469 -1.913
C -4.757 -0.170 -2.355
C -4.016 0.872 -1.830
H -4.177 1.881 -2.180
H -5.497 0.032 -3.114
H -5.139 -2.293 -2.306
F -3.401 -2.944 -0.493
H -2.125 -0.884 0.363
H -2.530 2.588 -0.651
H 0.359 2.183 -0.248
N 2.790 1.243 -0.924
C 4.010 0.680 -1.200
O 4.787 1.178 -1.984
C 4.363 -0.605 -0.484
O 5.424 -1.149 -0.689
N 3.441 -1.117 0.398
C 3.795 -2.346 1.081
H 3.832 -2.189 2.159
H 3.083 -3.136 0.842
H 4.784 -2.634 0.726
C 2.456 2.479 -1.605
H 1.574 2.343 -2.232
H 3.309 2.738 -2.231
H 2.279 3.276 -0.883
H 1.555 -1.956 2.077
H -1.095 -2.113 2.475
H -1.735 -0.531 2.951
H -0.318 -1.208 3.765


(9)
41
Properties=species:S:1:pos:R:3 method="wB97M-V/def2-TZVPD" smiles="COc1ccc(C(=O)NCC(=O)OCc2ccc([N+](=O)[O-])cc2)cc1" homo_lumo_gap_ev=8.1436 total_charge=0
C -5.041 -0.871 -0.084
H -5.205 -1.829 -0.588
O -4.025 -0.969 0.892
C -2.758 -1.182 0.486
C -2.374 -1.488 -0.820
C -1.039 -1.666 -1.117
C -0.055 -1.561 -0.138
C -0.442 -1.245 1.165
C -1.771 -1.061 1.471
H -2.082 -0.802 2.471
H 0.292 -1.095 1.945
C 1.362 -1.676 -0.559
O 1.726 -1.434 -1.694
N 2.239 -2.090 0.407
H 1.897 -2.169 1.353
C 3.651 -1.784 0.275
C 3.729 -0.304 0.636
O 3.587 0.123 1.752
O 3.807 0.445 -0.459
C 3.450 1.825 -0.323
C 1.946 1.921 -0.275
C 1.209 1.562 -1.401
C -0.171 1.552 -1.357
C -0.813 1.910 -0.177
C -0.090 2.266 0.955
C 1.290 2.265 0.902
H 1.863 2.517 1.781
H -0.619 2.527 1.859
N -2.249 1.908 -0.120
O -2.856 1.499 -1.090
O -2.777 2.315 0.892
H -0.757 1.270 -2.217
H 1.722 1.262 -2.301
H 3.857 2.317 -1.207
H 3.901 2.234 0.587
H 3.945 -1.937 -0.764
H 4.232 -2.404 0.957
H -0.731 -1.890 -2.127
H -3.107 -1.572 -1.606
H -4.802 -0.099 -0.820
H -5.941 -0.591 0.460


(10)
38
Properties=species:S:1:pos:R:3 method="wB97M-V/def2-TZVPD" homo_lumo_gap_ev=6.1394 total_charge=+1
C -4.327 -1.007 -0.382
O -3.382 -1.086 0.704
C -2.442 -0.106 0.787
C -1.681 -0.134 1.979
C -0.863 0.925 2.279
C -0.737 2.017 1.386
C 0.184 3.026 1.784
O 0.679 3.846 0.902
C 2.086 4.148 0.823
C -1.409 1.981 0.129
C -2.251 0.930 -0.172
H -5.033 -1.800 -0.142
H -4.831 -0.028 -0.418
H -3.804 -1.206 -1.330
H -1.840 -0.957 2.665
H -0.282 0.941 3.203
H 0.686 2.917 2.757
H 2.206 4.656 -0.130
H 2.383 4.816 1.633
H 2.669 3.217 0.841
H -1.246 2.785 -0.594
H -2.814 0.913 -1.110
C -0.871 4.807 3.277
N 0.208 5.598 3.210
N 1.033 6.254 2.710
C -1.423 4.569 4.571
C -2.813 4.337 4.731
C -3.299 3.912 5.951
C -2.418 3.701 7.024
C -2.882 3.074 8.229
N -3.232 2.501 9.189
C -1.065 4.036 6.896
C -0.566 4.499 5.692
H -1.512 4.670 2.390
H -3.474 4.495 3.869
H -4.363 3.713 6.080
H -0.396 3.905 7.745
H 0.491 4.763 5.580


(11)
39
Properties=species:S:1:pos:R:3 method="wB97M-V/def2-TZVPD" homo_lumo_gap_ev=5.6261 total_charge=+1
C 3.721 -1.159 2.140
O 3.030 0.107 2.117
C 1.672 0.128 2.133
C 1.055 1.409 2.132
C -0.303 1.516 2.288
C -1.109 0.357 2.458
C -2.481 0.528 2.781
O -3.274 -0.507 2.831
C -4.666 -0.334 2.518
C -0.506 -0.924 2.342
C 0.861 -1.036 2.180
H 4.773 -0.879 2.143
H 3.482 -1.732 3.045
H 3.494 -1.756 1.248
H 1.687 2.293 2.044
H -0.797 2.489 2.295
H -2.944 1.523 2.764
H -5.068 -1.343 2.462
H -5.158 0.240 3.307
H -4.783 0.179 1.557
H -1.137 -1.814 2.390
H 1.327 -2.020 2.110
O -4.858 1.307 5.602
C -4.051 0.466 6.018
C -4.224 -0.668 6.941
C -2.959 -1.225 7.166
C -2.766 -2.321 8.001
C -3.905 -2.896 8.585
C -5.175 -2.314 8.401
C -5.337 -1.170 7.609
N -2.016 -0.513 6.440
C -2.630 0.436 5.668
N -1.971 1.520 5.240
N -1.256 2.318 4.821
H -1.761 -2.705 8.168
H -3.811 -3.796 9.190
H -6.044 -2.765 8.883
H -6.292 -0.664 7.485
H -1.010 -0.669 6.449